Record 1
Below is one molecule with the formula C9H6N2O in a non-equilibrium geometry, with properties calculated with wB97M-V/def2-TZVPD.

The geometry in XYZ format:
```
18
Properties=species:S:1:pos:R:3:forces:R:3
N -3.65191 -1.41548 2.00393 -0.620 -0.604 1.277
C -3.37954 -1.13631 0.93227 0.103 -0.045 0.308
C -2.88313 -0.65785 -0.25415 -0.099 1.572 -2.780
C -2.05368 0.35905 -0.36152 -0.925 -1.026 0.843
N -1.24843 1.20785 -0.57828 1.768 1.241 -0.709
C 0.19360 0.83370 -0.81749 -0.782 0.132 -0.178
C 1.10238 1.62542 0.05668 -0.487 1.335 0.094
C 2.18803 1.11544 0.59965 0.231 1.427 1.759
C 2.38687 -0.27922 0.58121 -0.359 -0.224 -1.459
C 1.61857 -1.15542 -0.02368 -2.899 -1.954 -0.357
C 0.33241 -0.67522 -0.65525 0.769 -2.220 -0.088
O -0.53159 -1.49084 -0.98110 1.672 1.422 -0.161
H -3.10968 -0.92809 -1.30209 -0.502 -0.673 0.985
H 0.47385 1.15311 -1.85640 -0.558 -0.491 0.537
H 0.85693 2.67227 0.23405 -0.108 -0.204 -0.303
H 2.81353 1.69189 1.32963 -0.562 -0.324 -1.128
H 3.25150 -0.63185 0.94750 2.956 -1.210 1.904
H 1.64028 -2.28846 0.14505 0.401 1.847 -0.544
```
Forces are in eV/Å.

Output
LUMO = -0.0270 hartree
F_max = 3.7 eV/Å
HOMO energy = -0.32335 Eh
SMILES string = N#CC=C=N[C@H]1C=CC=CC1=O
Frontier orbital gap = 8.06 eV
Spin multiplicity = 1
Energy relative to the best compared isomer or geometry (same formula, charge and spin) = 69.3 kcal/mol

Here are the Löwdin charges for atoms 1 to 4, given in e: 0.148 -0.262 -0.106 -0.115

***

Record 2
Below is a 9-piece molecular cluster, C32H64Br4O14S7 overall in a non-equilibrium geometry, with properties calculated with wB97M-V/def2-TZVPD.

The geometry in XYZ format:
```
121
Properties=species:S:1:pos:R:3:forces:R:3
O 3.18505 1.59099 -7.50944 0.074 0.126 -0.392
S 2.24817 2.68162 -7.38867 -0.234 0.515 1.105
O 1.08822 2.73217 -8.24939 0.288 0.095 0.287
C 1.84650 2.77656 -5.58796 -0.468 -0.400 -1.140
C 2.28622 4.17155 -5.08545 1.422 -1.968 0.200
C 2.56292 5.10591 -6.25343 -1.867 0.153 -0.870
C 3.09303 4.29872 -7.42893 1.272 -0.591 -0.526
H 2.39005 1.88295 -5.28210 0.453 0.487 0.618
H 0.81755 2.49159 -5.37384 -0.185 0.493 -0.532
H 1.62090 4.51463 -4.30009 -0.031 0.385 -0.166
H 3.27157 3.95890 -4.65226 -0.121 0.330 0.454
H 3.15101 5.96156 -5.93427 0.223 -0.064 -0.260
H 1.59003 5.46782 -6.60762 0.073 0.397 0.187
H 4.17473 4.13150 -7.40391 -0.077 -0.394 0.564
H 2.99064 4.65265 -8.45617 -0.710 0.478 0.259
O 6.90225 0.29964 -1.61859 -0.288 -0.545 0.116
S 5.69333 -0.44648 -1.89696 0.142 0.745 -0.243
O 5.76886 -1.86782 -2.19498 0.348 0.768 -0.097
C 4.43412 -0.19880 -0.68107 -0.827 0.839 0.691
C 3.12893 -0.50678 -1.46080 1.359 0.424 0.214
C 3.27234 0.38356 -2.70807 0.357 -1.379 -0.264
C 4.74243 0.44356 -3.14376 0.423 0.074 0.317
H 4.39909 0.87842 -0.47374 0.397 0.104 -0.171
H 4.70810 -0.63520 0.27834 -0.292 -0.715 -0.257
H 3.07041 -1.56337 -1.70982 0.133 1.620 0.119
H 2.18111 -0.20827 -1.01268 0.489 -0.159 0.670
H 2.89495 1.35122 -2.39603 -0.006 0.096 -0.749
H 2.70769 -0.13654 -3.48301 -0.407 0.737 -0.179
H 5.12047 1.46238 -3.06173 0.147 -0.051 -0.248
H 5.02035 0.00501 -4.10075 -0.296 0.111 -0.113
O -2.03948 -3.06712 -0.14420 0.293 0.537 -0.524
S -1.88606 -3.42839 1.23293 -0.658 -1.290 1.006
O -0.67669 -4.07095 1.68673 -0.448 0.074 0.193
C -2.25076 -2.09939 2.38039 -0.095 0.100 0.674
C -2.78421 -2.81850 3.66740 0.882 0.348 -1.641
C -3.68208 -3.93794 3.16319 -0.672 -1.739 0.758
C -3.40812 -4.34382 1.70757 0.207 1.213 0.127
H -2.94099 -1.46979 1.81627 -0.026 0.267 0.408
H -1.32590 -1.59164 2.65149 -0.156 0.263 -0.686
H -1.86214 -3.21353 4.09635 -0.171 -0.277 0.268
H -3.22783 -2.16187 4.41074 -0.239 0.131 -0.216
H -4.75106 -3.74876 3.27504 0.096 0.450 -0.092
H -3.54044 -4.83235 3.77835 0.131 0.142 0.120
H -4.18443 -3.89759 1.08431 0.121 -0.090 -0.231
H -3.39530 -5.41284 1.52185 0.426 0.009 -0.011
O 1.41207 -4.26913 -0.03603 0.596 0.841 -0.397
S 1.86883 -3.49392 -1.16836 0.008 -2.495 -1.486
O 1.28265 -2.21025 -1.51351 -0.606 -1.161 0.669
C 3.68090 -3.52193 -1.35200 0.624 0.392 -0.602
C 4.07477 -4.79745 -2.07517 0.428 -1.535 0.797
C 2.98782 -5.26658 -3.05960 -0.774 0.263 0.470
C 1.67765 -4.57284 -2.65755 -0.990 0.698 -0.552
H 4.27317 -3.35833 -0.45296 -0.529 -0.099 0.285
H 4.01039 -2.71337 -2.01337 -0.534 -0.534 0.190
H 5.03353 -4.70592 -2.58667 -0.098 0.559 -0.059
H 4.31197 -5.56219 -1.32761 -0.435 -0.140 -0.029
H 2.72507 -6.32341 -3.04598 0.763 -0.179 0.240
H 3.30773 -5.05073 -4.07759 -0.297 0.285 -0.030
H 0.84410 -5.24746 -2.45749 0.297 -0.209 0.467
H 1.24852 -3.95478 -3.45016 0.386 0.345 0.068
O -3.75217 1.82013 6.08243 1.044 0.989 -0.201
S -2.56619 2.53157 5.61515 1.277 -0.936 -0.748
O -1.50592 3.00211 6.50372 -1.268 -0.168 -0.295
C -1.71260 1.47401 4.34574 -0.161 1.348 -0.279
C -2.16754 2.08186 2.99597 -0.783 -0.862 1.094
C -2.22370 3.59025 3.15699 1.428 1.114 0.736
C -3.00911 3.86450 4.42793 -1.572 -0.957 0.537
H -2.04258 0.45020 4.48581 0.211 -0.089 0.061
H -0.64118 1.64736 4.43008 0.010 -0.311 0.535
H -1.57589 1.69306 2.17182 -0.050 0.112 -0.120
H -3.18809 1.68342 2.97018 -0.115 0.263 -0.953
H -2.51267 4.17903 2.28690 -0.714 -0.346 0.003
H -1.24303 4.04048 3.37338 0.348 -0.582 -0.179
H -4.06939 3.65897 4.25026 -0.032 0.160 0.049
H -2.93897 4.79572 4.98301 0.406 0.168 -0.346
O 2.74403 -1.87735 1.42831 -0.860 1.170 0.247
S 1.83371 -0.91606 2.04473 -0.296 -0.326 0.995
O 0.61648 -0.42701 1.39291 1.227 -0.459 0.205
C 1.34898 -1.53455 3.70626 -0.310 -0.258 -0.793
C 1.90466 -0.51884 4.69039 -0.553 0.795 1.806
C 3.11876 0.19307 4.13159 1.165 -0.425 -1.611
C 2.77705 0.51641 2.67363 -0.191 -0.376 -0.526
H 1.61584 -2.58846 3.77557 0.685 0.174 0.133
H 0.26121 -1.57816 3.65062 0.086 0.363 0.282
H 1.12236 0.19743 4.96969 -0.043 0.192 -0.628
H 2.13694 -0.85284 5.70614 0.129 -0.838 -0.341
H 3.98039 -0.48258 4.14523 -0.105 -0.138 -0.024
H 3.50834 1.10710 4.57676 -0.625 -0.020 0.577
H 3.57504 0.60132 1.93589 0.293 0.218 0.380
H 2.15203 1.40848 2.65028 -0.228 -0.131 -0.277
O -6.88312 -3.24508 1.67071 -0.267 0.064 -0.224
S -7.08138 -1.86581 2.03629 0.309 0.903 0.092
O -7.08181 -1.50052 3.43600 -0.080 -0.171 -0.375
C -5.84691 -0.81204 1.16092 -0.664 1.703 0.970
C -6.66047 -0.25931 -0.00498 0.780 -1.807 -0.402
C -8.02544 0.10505 0.51535 0.311 1.353 1.352
C -8.59470 -1.07396 1.26378 -0.235 -1.324 -0.828
H -4.86991 -1.22870 0.93667 -0.378 -0.696 -0.207
H -5.65279 0.04750 1.81497 -0.037 -0.353 0.418
H -6.17743 0.54243 -0.55732 0.120 -0.058 0.058
H -6.68585 -1.18579 -0.60000 -0.555 0.630 -0.889
H -8.61100 0.61574 -0.24608 -0.478 -0.530 0.031
H -7.90046 0.83493 1.33115 0.261 0.412 -0.456
H -9.12424 -1.72424 0.55979 0.572 -0.529 0.135
H -9.33001 -0.89146 2.04303 0.401 0.369 0.288
Br 2.74821 3.91766 -1.52939 0.126 0.009 0.489
C 2.11193 3.75530 0.31610 0.196 0.903 0.288
C 1.64555 5.13365 0.81571 0.199 -0.692 -0.820
Br 3.17953 6.34787 1.03006 -0.697 -0.358 -0.015
H 2.92758 3.42541 0.95384 0.093 -0.330 -0.269
H 1.29802 3.03522 0.28451 -0.054 0.004 0.055
H 1.11955 5.05878 1.76282 0.169 0.033 0.128
H 0.97024 5.50103 0.04633 0.074 0.566 0.215
Br 0.13472 1.80475 -2.88069 -0.896 -0.020 -0.126
C -0.46321 0.05568 -2.21940 1.451 0.846 1.086
C -0.96884 0.14957 -0.76680 -1.007 -2.054 -2.693
Br -2.96537 0.09605 -0.87944 0.483 0.603 0.451
H 0.50451 -0.44315 -2.17275 -0.351 -0.052 -0.019
H -1.08593 -0.53999 -2.87539 -0.317 0.534 -0.200
H -0.59001 0.93888 -0.13936 -0.094 -0.070 0.037
H -0.73240 -0.89293 -0.54098 -0.159 0.389 1.334
```
Forces are in eV/Å.

Output
LUMO = -0.0075 hartree
F_max = 3.5 eV/Å
HOMO energy = -0.36696 Eh
SMILES string = O=S1(=O)CCCC1.O=S1(=O)CCCC1.O=S1(=O)CCCC1.O=S1(=O)CCCC1.O=S1(=O)CCCC1.O=S1(=O)CCCC1.O=S1(=O)CCCC1.BrCCBr.BrCCBr
Frontier orbital gap = 9.78 eV
Spin multiplicity = 1
Energy relative to the best compared isomer or geometry (same formula, charge and spin) = 93.0 kcal/mol

Here are the Löwdin charges for atoms 1 to 4, given in e: -0.339 0.685 -0.325 -0.253

***

Record 3
Below is C15H41BF4O6V as an isolated structure in a non-equilibrium geometry, with properties calculated with wB97M-V/def2-TZVPD.

The geometry in XYZ format:
```
68
Properties=species:S:1:pos:R:3:forces:R:3
V 17.32090 3.57892 -10.21915 -0.347 0.292 0.354
O 18.30722 2.52663 -11.70370 -0.032 0.283 0.891
H 17.80834 2.21514 -12.45280 -0.106 -0.067 -0.281
B 15.26794 5.12549 -7.92018 -1.159 0.628 0.034
F 15.26746 5.53352 -6.59995 0.173 -0.103 -0.279
F 16.56001 4.65722 -8.28719 0.797 -0.430 -0.598
F 14.35109 4.05320 -8.10769 0.065 0.011 0.063
F 14.92394 6.17726 -8.79829 0.307 -0.342 0.227
C 19.23363 1.62368 -6.56605 -0.811 1.174 0.287
C 19.15326 2.78277 -7.55396 1.462 -0.022 -0.045
C 20.56767 3.19241 -8.01465 -0.582 -0.245 -0.204
O 18.37169 2.39151 -8.68620 -0.146 0.027 -0.024
H 19.67966 0.73822 -7.01172 -0.011 -0.105 0.123
H 18.21133 1.47896 -6.20721 0.080 -0.605 -0.133
H 19.77308 1.98710 -5.68923 0.332 -0.343 -0.081
H 18.71173 3.64299 -7.04986 -0.486 -0.081 -0.331
H 21.03233 2.37730 -8.57510 0.049 -0.140 0.234
H 21.15365 3.43128 -7.12802 0.206 0.133 -0.164
H 20.53081 4.02853 -8.71549 -0.034 0.164 0.246
H 18.78583 1.55986 -9.00889 -0.181 0.251 -0.250
C 21.63268 0.04805 -11.14010 0.949 0.499 -1.012
C 20.16348 -0.31203 -11.22433 0.109 -0.875 1.260
C 19.90406 -1.75949 -10.79153 -0.559 -0.204 -0.343
O 19.42481 0.53486 -10.35253 -0.432 0.445 -0.589
H 21.95815 0.34807 -10.14483 -0.244 -0.483 0.240
H 21.92978 0.90425 -11.76011 -0.553 0.113 -0.025
H 22.28023 -0.73738 -11.54182 -0.119 -0.247 0.356
H 19.77630 -0.27570 -12.24360 0.064 0.515 -0.123
H 20.27934 -2.44736 -11.55305 0.248 -0.033 0.160
H 18.82344 -1.92728 -10.76139 -0.008 0.129 -0.029
H 20.26662 -2.05348 -9.80677 0.357 0.288 -0.018
H 19.01416 1.26009 -10.91716 0.090 0.014 0.031
C 15.57242 0.16104 -9.03833 1.002 0.250 -0.641
C 15.22407 1.08536 -10.22745 -0.768 -0.108 1.846
C 13.72754 0.99888 -10.52066 0.332 -0.200 -0.214
O 15.51748 2.43190 -9.78636 0.209 -0.328 -0.907
H 15.14950 0.50644 -8.09460 -0.469 0.045 -0.213
H 16.65145 0.23560 -8.88017 0.019 -0.255 -0.052
H 15.31058 -0.87934 -9.22994 -0.049 0.022 0.038
H 15.86026 0.92588 -11.09538 -0.052 -0.239 -0.009
H 13.16375 1.40690 -9.67861 0.060 0.331 -0.115
H 13.37791 -0.03301 -10.58128 0.228 -0.050 -0.310
H 13.51362 1.52367 -11.45004 -0.395 0.026 0.130
H 14.81610 2.73335 -9.17899 0.366 0.439 0.091
C 16.91166 5.00747 -14.11519 -0.014 0.840 -0.606
C 15.79754 4.58237 -13.17697 -0.430 -0.729 -0.912
C 15.31664 3.15290 -13.41448 0.711 -0.287 0.859
O 16.17724 4.81769 -11.80406 -0.257 0.071 -0.511
H 16.68021 4.76499 -15.15616 -0.051 -0.382 0.130
H 17.90256 4.63083 -13.86757 -0.145 -0.322 0.200
H 16.98352 6.10210 -14.16454 0.075 -0.029 0.356
H 14.90877 5.18763 -13.38048 0.114 0.287 0.123
H 16.14437 2.44004 -13.36716 -0.013 0.054 0.010
H 14.85043 3.00009 -14.38454 -0.103 0.377 -0.034
H 14.62271 2.88272 -12.61914 -0.119 0.005 -0.117
H 16.22497 5.78283 -11.82169 0.229 -0.126 0.921
C 19.57017 6.98706 -8.71518 0.489 -1.477 1.041
C 18.45559 6.72642 -9.67061 -1.077 -0.092 -0.733
C 18.36751 7.79491 -10.75080 0.453 0.241 0.024
O 18.59509 5.42172 -10.30344 0.637 -0.041 -0.089
H 19.63132 6.15303 -8.00139 -0.259 0.015 -0.099
H 19.40882 7.84409 -8.06651 0.224 0.428 -0.482
H 20.54094 6.91760 -9.21605 -0.012 0.752 -0.034
H 17.49884 6.61373 -9.15894 0.089 0.281 0.101
H 18.16777 8.76436 -10.29220 -0.175 -0.036 -0.023
H 17.63458 7.60515 -11.53448 -0.183 -0.105 0.203
H 19.33656 7.90696 -11.25160 0.012 -0.114 0.024
H 19.38258 5.43733 -10.86650 -0.158 -0.187 0.023
```
Forces are in eV/Å.

Output
LUMO (spin up / spin down) = 0.0125 / 0.0122 hartree
F_max = 2.0 eV/Å
HOMO energy (spin up / spin down) = -0.27797 / -0.36063 Eh
Frontier orbital gap (spin up / spin down) = 7.90 / 10.15 eV
Expectation value of S² = 3.753
Spin multiplicity = 4

Here are the Löwdin charges for atoms 1 to 4, given in e: 0.935 -0.367 -0.049 -1.201

***

Record 4
Below is one molecule with the formula C6H12O in a non-equilibrium geometry, with properties calculated with wB97M-V/def2-TZVPD.

The geometry in XYZ format:
```
19
Properties=species:S:1:pos:R:3:forces:R:3
C -0.54727 0.29516 -2.08900 0.113 0.351 0.447
C -0.86185 0.61084 -0.59716 0.190 0.590 0.496
C 0.15547 0.32680 0.47908 0.369 -3.327 0.098
C 1.57824 0.64713 0.07608 0.288 -0.435 0.293
C -0.30358 0.09880 1.84666 -0.108 0.626 0.690
C -0.09172 -1.28958 1.42183 1.109 1.681 -2.802
O -1.11013 -1.93059 0.74042 -0.218 -0.799 0.402
H -0.54333 -0.77260 -2.38315 -0.088 0.358 0.635
H 0.44070 0.68606 -2.33926 -0.056 -0.002 -0.120
H -1.27301 0.77945 -2.75647 0.159 -0.004 0.283
H -1.91527 0.41410 -0.35579 0.531 -0.212 0.218
H -0.62549 1.62912 -0.19616 -1.346 0.924 -2.120
H 1.92555 -0.17672 -0.56261 0.274 0.284 0.108
H 1.79561 1.58195 -0.49055 -0.688 -0.345 0.439
H 2.18612 0.67365 0.98011 0.271 -0.047 -0.067
H -1.32874 0.36607 2.07093 -0.195 0.100 0.157
H 0.38883 0.42812 2.60762 0.008 0.067 0.341
H 0.87099 -1.79185 1.46120 -0.250 0.061 0.460
H -0.67538 -2.51702 0.10724 -0.365 0.130 0.043
```
Forces are in eV/Å.

Output
LUMO = 0.0322 hartree
F_max = 3.5 eV/Å
HOMO energy = -0.25443 Eh
SMILES string = CC[C@@]1(C)C[C@H]1O
Frontier orbital gap = 7.80 eV
Spin multiplicity = 1
Energy relative to the best compared isomer or geometry (same formula, charge and spin) = 78.7 kcal/mol

Here are the Löwdin charges for atoms 1 to 4, given in e: -0.085 -0.200 -0.394 -0.069